# 1
This record from the OMol25 dataset describes a molecular structure, CH3BrO3S. The level of theory is ωB97M-V/def2-TZVPD.

Summary:
ΔE to the lowest compared entry with this formula, charge and spin ... 62.7 kJ/mol
Molar mass ... 175.0 g mol⁻¹
Kohn-Sham gap ... 11.2 eV

The geometry in XYZ format:
```
9
Properties=species:S:1:pos:R:3:forces:R:3
C 1.1642 0.1723 0.4234 3.9 2.7 2.3
O -1.6710 -0.6891 0.8785 0.9 0.4 -0.1
O -1.1059 1.2243 -0.5969 0.1 1.0 0.2
O 0.4750 -0.6498 -0.4416 -1.9 -0.9 -0.6
S -1.0362 -0.1482 -0.2824 -1.6 -1.3 -0.4
Br -1.9748 -1.1639 -1.9156 0.0 -0.5 -0.6
H 2.2922 -0.2384 0.5398 -2.9 0.8 -0.1
H 0.6049 0.2587 1.4548 1.5 -0.2 -1.8
H 1.2515 1.2341 -0.0599 -0.1 -1.8 1.1
```
Forces are in eV/Å.

=====

# 2
This record from the OMol25 dataset describes a molecular structure, CH3BrOS. The level of theory is ωB97M-V/def2-TZVPD.

Summary:
ΔE to the lowest compared entry with this formula, charge and spin ... 134.1 kJ/mol
Molar mass ... 143.0 g mol⁻¹
Kohn-Sham gap ... 9.0 eV

The geometry in XYZ format:
```
7
Properties=species:S:1:pos:R:3:forces:R:3
C -0.9541 0.2940 -0.0009 2.1 -1.1 2.8
O 1.1604 -1.8073 -0.4355 0.3 -2.6 -2.5
S 1.0662 -0.7852 0.5203 -2.9 3.8 2.2
Br 2.2235 1.0209 -0.1419 0.2 0.2 -0.1
H -0.5584 1.1080 -0.5239 0.3 0.4 -1.8
H -1.4317 0.7337 0.8621 0.2 -0.2 0.7
H -1.5058 -0.5641 -0.2802 -0.3 -0.5 -1.3
```
Forces are in eV/Å.